The following is a DFT calculation (wB97M-V/def2-TZVPD) of a cluster of 7 separate species, C12H26FN5O15S in total at a distorted geometry.

```
60
Properties=species:S:1:pos:R:3:forces:R:3
C -3.979 1.809 -2.881 2.70 -0.51 1.32
N -3.320 0.460 -2.853 0.53 -3.42 -0.18
O -2.909 -0.050 -1.803 -0.75 1.58 0.23
O -3.179 -0.177 -3.886 -0.63 1.44 -0.09
H -5.062 1.717 -2.968 0.46 0.32 -0.56
H -3.250 2.285 -3.536 -1.37 0.53 -1.15
H -3.594 2.215 -1.946 -1.02 0.10 0.43
C 5.127 -0.001 -1.010 0.21 1.83 -0.85
N 4.334 1.171 -0.489 0.30 -0.97 1.56
O 4.940 2.054 0.067 -0.04 0.42 -0.41
O 3.123 1.035 -0.464 -0.14 0.30 -0.44
H 6.106 0.427 -1.227 0.10 -0.37 0.32
H 4.663 -0.167 -1.982 -0.06 -1.07 0.49
H 5.148 -0.731 -0.201 -0.21 -0.18 -0.55
C 2.730 -3.198 1.411 1.07 -0.17 -0.30
N 3.953 -4.001 1.058 0.13 -0.78 -1.31
O 4.828 -4.067 1.905 -0.50 -0.23 -0.84
O 4.008 -4.441 -0.109 0.08 0.60 2.18
H 1.807 -3.755 1.252 0.34 -0.09 -0.04
H 2.833 -2.418 0.656 -0.58 0.39 0.48
H 2.934 -2.907 2.442 -0.50 0.33 -0.24
C 0.248 0.131 -0.925 0.66 -0.69 -1.73
N -0.340 -0.399 0.329 0.31 1.57 1.72
O -1.359 0.227 0.723 1.72 -1.96 -0.20
O 0.280 -1.273 0.971 -1.94 1.65 -1.45
H 1.321 -0.037 -1.023 -0.21 -0.31 0.71
H 0.096 1.179 -1.181 -0.55 -0.06 0.95
H -0.202 -0.427 -1.747 -0.25 -0.15 0.11
C -0.434 -3.424 3.536 -1.48 -0.47 -1.39
N -0.767 -3.299 4.931 -0.84 -0.59 4.24
O 0.091 -2.891 5.719 -1.17 -0.30 -1.34
O -1.919 -3.693 5.320 2.89 1.31 -1.56
H 0.610 -3.565 3.257 -0.20 0.11 0.74
H -0.868 -2.557 3.038 0.31 0.12 -0.06
H -1.089 -4.257 3.278 0.47 -0.14 -0.63
C -3.444 1.518 3.641 -1.57 0.07 0.69
C -4.250 0.242 3.273 0.08 1.11 -2.08
C -4.892 0.477 1.823 -0.13 -1.19 1.03
S -5.278 2.341 1.695 0.16 0.89 -0.60
O -6.458 2.695 2.419 -0.64 -0.64 1.32
O -5.181 2.894 0.382 0.88 -0.68 -0.30
C -3.841 2.758 2.771 2.06 0.21 0.56
H -2.374 1.314 3.607 -0.04 0.37 -0.40
H -3.724 1.685 4.681 0.31 0.47 -0.02
H -4.957 -0.049 4.050 -0.20 0.20 -0.42
H -3.518 -0.556 3.155 -0.22 -0.33 -0.28
H -5.831 -0.027 1.593 -0.20 0.08 0.36
H -4.288 0.359 0.924 0.69 0.21 0.15
H -4.047 3.737 3.205 -0.71 -0.37 0.67
H -3.006 3.049 2.133 -0.22 -0.54 -0.84
C 4.194 2.055 -5.645 0.95 -0.28 0.67
C 4.495 0.896 -4.757 3.10 -0.93 -0.02
O 3.369 0.503 -4.066 -0.52 -0.52 0.20
C 2.394 1.369 -4.291 -4.10 2.78 0.36
O 1.255 1.443 -3.732 5.77 -0.51 -2.91
O 2.889 2.279 -5.299 -4.13 0.01 1.61
F 5.447 1.246 -3.788 -0.47 -0.21 -0.55
H 4.378 1.809 -6.691 -0.54 0.05 -0.08
H 4.843 2.884 -5.365 -0.13 0.19 -0.01
H 4.915 0.105 -5.378 -0.02 -0.55 0.74
```
Forces are in eV/Å.

The molar mass comes out at 531.4 g/mol. As for the charge: +1. For the gap between HOMO and LUMO (alpha / beta), the calculation gives 10.02 / 3.26 eV. The calculation puts the total energy at -2372.32763 Ha. The spin multiplicity is 2. The calculation puts the highest occupied orbital energy (alpha / beta) at -12.91 / -12.91 eV.

Atom charges from the natural (NBO) analysis, given in e for atoms 1 to 4: C -0.493; N 0.515; O -0.426; O -0.340

=====

The following is a DFT calculation (wB97M-V/def2-TZVPD) of a structure of composition C12H26MgN6O6 at a distorted geometry.

```
51
Properties=species:S:1:pos:R:3:forces:R:3
O 0.141 0.113 -3.086 -1.62 0.39 -0.49
H -0.179 0.085 -4.004 0.28 -0.09 0.47
Mg -0.182 0.027 -0.031 0.75 2.04 -0.17
N -0.050 2.276 0.453 3.00 0.53 -0.92
N 1.654 0.801 -0.875 0.43 2.50 1.88
N -1.844 -1.211 0.746 -0.04 -2.43 0.55
N 0.085 -1.835 -0.910 0.14 -3.63 0.14
O -0.854 2.904 1.240 -1.49 0.13 1.39
O -2.472 -1.068 2.024 0.13 0.64 -0.94
O 1.134 -2.224 -1.707 -1.22 0.88 0.83
O 2.457 0.086 -1.580 0.58 -1.64 -1.17
C 2.058 2.053 -0.563 -0.41 -3.20 -0.91
C 1.210 2.768 0.337 -3.27 -1.02 0.52
C -1.699 -2.498 0.441 -0.43 2.71 1.53
C -0.708 -2.842 -0.564 1.53 2.09 -1.57
C 1.693 3.873 1.199 0.07 0.36 -0.17
H 2.043 3.495 2.167 -0.18 -0.02 0.02
H 0.907 4.609 1.372 0.03 -0.09 0.05
H 2.550 4.352 0.730 -0.01 0.18 0.08
C 3.316 2.561 -1.158 0.08 0.19 -0.02
H 3.164 2.660 -2.237 0.16 0.01 -0.02
H 4.134 1.854 -1.023 0.00 -0.06 0.02
H 3.595 3.531 -0.744 0.03 -0.06 -0.12
C -2.289 -3.568 1.274 -0.24 -0.40 0.23
C -0.544 -4.207 -1.132 0.06 -0.25 -0.12
H -2.967 -3.149 2.015 0.12 -0.23 -0.13
H -1.501 -4.145 1.771 -0.01 0.19 0.03
H -2.816 -4.289 0.652 -0.12 -0.02 -0.13
H 0.121 -4.177 -1.996 -0.10 0.13 0.16
H -1.507 -4.601 -1.465 0.05 -0.09 0.23
H -0.083 -4.888 -0.406 -0.23 0.03 -0.06
H -2.502 -0.103 2.205 0.11 -0.58 -0.63
H 1.660 -1.350 -1.752 0.81 0.70 -0.28
C -0.970 0.574 -2.276 0.59 0.15 -0.63
H -0.557 1.329 -1.592 -0.37 0.01 -0.23
H -1.424 -0.282 -1.747 -0.20 0.26 -0.25
H -1.781 1.075 -2.815 0.27 -0.16 -0.04
O -2.813 1.981 -0.357 -0.44 -0.32 0.86
H -3.761 1.835 -0.177 0.77 0.22 0.03
H -2.361 2.313 0.489 0.01 0.12 -0.87
C -0.648 0.731 5.033 -0.56 0.29 -0.17
N 0.377 -0.058 4.338 -0.11 0.31 0.78
C 1.344 -0.834 5.106 0.59 -0.51 -0.29
C 0.416 -0.098 3.037 0.11 -0.05 -2.52
N 0.464 -0.146 1.865 0.18 -0.14 3.24
H -0.331 0.912 6.075 -0.05 -0.04 -0.63
H -1.615 0.194 5.050 0.41 0.17 0.05
H -0.794 1.690 4.506 0.11 -0.36 0.29
H 1.246 -1.904 4.860 -0.04 0.30 0.33
H 2.366 -0.536 4.820 -0.31 -0.02 0.30
H 1.181 -0.663 6.179 0.07 -0.10 -0.52
```
Forces are in eV/Å.

The molar mass comes out at 374.7 g/mol. For the gap between HOMO and LUMO, the calculation gives 4.55 eV. The calculation puts the total energy at -1452.71761 Ha. The calculation puts the highest occupied orbital energy at -5.28 eV.

Atom charges from the natural (NBO) analysis, given in e for atoms 1 to 4: O -0.718; H 0.470; Mg 1.702; N -0.241